Record 1
C35H40N10PtSe | ωB97M-V/def2-TZVPD

XYZ file:
```
87
Properties=species:S:1:pos:R:3
C 2.65731 3.87851 -1.54311
N 0.56829 2.01541 -0.11885
C 3.37434 0.29236 -3.04019
H -2.53976 3.61848 -0.73106
C 2.69277 0.58679 -4.18383
H -1.98523 2.01766 -0.24910
H 2.18531 0.56021 4.25115
C 2.68092 -0.39831 4.13586
H -5.48096 1.71971 5.02321
C -1.48245 0.08886 -4.18299
H 3.07478 4.39757 -2.40307
C -3.86715 -1.44681 2.13873
H -5.91177 -1.67161 0.37419
H 3.14248 -0.36202 -0.97838
C -0.80691 3.80142 -2.91042
C -2.45477 4.00745 4.77926
C -0.80710 -0.01347 -2.99152
H -1.50941 4.62559 -2.78290
H 1.21856 -2.49264 -0.40516
N 1.86908 -1.36173 3.39246
C -4.98423 -1.33685 -0.07173
H 2.81882 -0.81107 5.13200
H 2.67844 4.56511 -0.69567
N -4.44716 3.26881 5.88930
C -2.68814 -1.21702 2.88916
H -3.91427 1.44644 3.10899
C 0.61956 0.14093 -3.03202
H 2.93002 -3.06499 4.05774
C 2.64731 -0.07315 -1.89725
H 2.11892 2.95757 0.94724
H 1.12560 4.11045 -3.89906
H -2.53307 -0.12214 -4.24606
H -4.77272 -1.80122 2.60983
H -0.67450 -0.52215 2.83554
C -4.60859 2.35638 4.93076
Se -1.41480 2.88293 2.36264
C -2.62952 3.04495 3.78474
H 4.45369 0.32213 -2.99946
H 1.33064 -4.10974 0.25140
H 1.03160 0.93314 -6.32425
C 0.85818 -3.13719 0.39498
H 3.66773 -0.26359 3.68985
N -0.83654 2.94023 -1.73517
C -3.85287 -1.19453 0.75845
H 2.73356 1.05916 2.24592
C -0.81442 0.44465 -5.37695
N -1.52614 -0.54779 0.90766
H -1.61252 4.68454 4.75357
N 1.24964 -2.63021 1.69079
H 0.13910 -3.74186 3.09261
N 1.33456 -0.11592 -1.88331
H 2.66313 1.62896 -0.07836
C 1.85125 1.96855 0.56829
C -1.56649 -0.76977 2.28192
C 1.76762 1.03315 1.74852
H 0.72437 5.35369 -2.70818
H -0.22502 -3.26480 0.31278
C -3.73884 2.20130 3.86385
C -4.93966 -1.02073 -1.45063
Pt 0.05377 -0.23687 -0.26383
C 1.28289 0.48452 -4.21978
H -3.80180 -0.36517 -3.08213
H 1.38308 -2.77470 4.87002
C 0.64112 4.29021 -2.93972
C 0.38324 2.78522 -1.18303
C 1.89831 -2.73631 3.91252
C -3.78354 -0.63527 -2.04392
C 1.54149 -1.36575 2.07179
N -1.31976 -0.29046 -1.71420
C 1.18023 -3.53129 2.83405
H 3.22415 0.87192 -5.08376
H -2.67901 -1.36325 3.96041
H -5.84369 -1.08228 -2.04017
H -1.09225 3.24235 -3.80381
C -3.38968 4.07578 5.80200
C 0.52773 0.66536 -5.40504
H -1.39220 0.53045 -6.28731
N 1.43356 -0.31466 1.27193
H -3.28488 4.81207 6.58952
H 1.67780 -4.47176 2.60235
C -2.10964 2.68219 -1.09569
N 1.29677 3.48989 -1.89986
H 1.00439 1.39324 2.44611
C -2.64694 -0.76471 0.15111
H 3.29269 3.02384 -1.34214
C -2.56711 -0.55824 -1.25964
H -2.79853 2.24581 -1.81978
```

multiplicity: 5
E_LUMO (spin up / spin down): -0.2104 / -0.2738 hartree
charge: +2
HOMO level (spin up / spin down): -10.6929 / -12.9747 eV
Kohn-Sham gap (spin up / spin down): 4.967 / 5.525 eV

Record 2
C35H40N8O8S3Ta | ωB97M-V/def2-TZVPD

XYZ file:
```
95
Properties=species:S:1:pos:R:3
H 0.75387 -1.17377 -8.68546
C -1.11490 0.27934 6.45185
H -2.23693 2.11432 0.42758
O 0.78028 -2.10197 -4.19020
H 0.35746 3.16411 -0.98136
H 5.16508 -2.76660 1.48311
C 0.64180 3.91954 2.28846
C -0.60591 4.51231 2.17770
C 0.00090 0.51425 5.61365
H 0.91870 0.17702 3.73286
H -2.96434 -1.60308 4.31019
H -1.91197 0.54836 8.31782
C 2.59436 0.76936 -1.69828
N 2.10153 0.70513 1.26750
H 6.76748 -1.29400 2.63020
N -1.55794 -0.52488 1.06306
O -1.39358 -2.79354 2.24617
C -2.19180 -0.48598 5.94466
H -2.60583 4.31282 1.44166
O -0.29570 1.24927 -1.52302
C -1.63286 3.84605 1.52037
N -3.38131 0.14357 -0.21240
N 3.34901 -1.04206 -2.69807
H -5.08612 0.67865 -1.24678
N -3.67676 -0.97916 1.86189
C 3.42761 0.33564 -2.66270
N 1.94759 -0.32285 -1.16002
H 3.03848 -3.38300 -1.27699
H 0.38983 -2.66112 -6.66701
H 2.94570 -1.96050 0.82720
O -0.55335 -1.28292 -1.34023
C 2.44775 -1.40530 -1.77132
C -1.04751 -0.72437 3.84776
C 3.29309 -2.42683 -4.83926
C 3.64846 -1.28067 1.28573
S -0.99790 -1.43459 2.30576
C -0.52389 0.55408 -2.79669
C -5.57598 -0.33332 0.58900
O 0.46689 -1.19206 1.80271
C -4.71290 0.19555 -0.35206
C 0.83940 2.66117 1.72957
H -1.11366 1.20070 -3.44456
H 1.61964 -3.26973 -2.33847
C -1.10397 -2.60104 -1.04390
S 1.74520 -1.56091 -5.13921
H 2.43746 1.78369 -1.37415
H 0.44467 0.36690 -3.26218
C 1.26255 -2.02310 -6.80356
O 5.03652 0.68971 -4.25681
C -2.95135 -0.45158 0.88928
N -1.14800 0.76069 7.69888
C -1.26916 -0.69820 -2.46477
H -6.64669 -0.28720 0.46221
H 4.34180 -2.83604 -2.98162
O 1.99268 -0.13884 -5.05558
O 3.98391 2.37921 -3.39865
C 2.07891 1.90971 1.82479
H -0.80629 -3.26858 -1.85082
H -3.04100 -0.69633 6.58060
H 3.92231 -2.28788 -5.71833
C 3.30480 0.04026 1.56526
H -2.28150 -0.48450 -2.12890
C 4.20226 0.84282 2.27635
H -0.72036 -2.94554 -0.08973
H 0.84851 1.06499 5.99932
C -0.08092 2.66943 -1.83918
C 2.12599 -2.82038 -1.48357
C -1.42328 2.59277 0.95744
N 4.20007 1.19658 -3.54338
H 1.49052 -2.90622 -0.60526
H 1.44221 4.43173 2.80794
H 3.02453 -3.48101 -4.77762
C 0.97820 -0.81682 -7.68160
H -1.04610 3.10889 -2.08140
C 4.07031 -1.97075 -3.58213
H -0.77958 5.49028 2.60476
C 4.89248 -1.73778 1.67559
H 0.58868 2.72102 -2.69696
H -5.60291 -1.35152 2.49378
H -1.24943 -1.40726 -3.29089
H 1.83567 -0.14966 -7.73454
C -2.15568 -0.98862 4.67411
H 4.97949 -1.46390 -3.87286
C -4.99963 -0.91981 1.70465
S 3.49084 2.38794 2.62805
C 5.46116 0.39023 2.65965
H -0.36418 1.24902 8.09551
C 0.03626 0.01956 4.33849
C -0.17609 1.97578 1.04745
H 0.11921 -0.25402 -7.32172
H -2.19004 -2.52788 -0.99031
Ta 0.26496 0.02659 0.25236
C 5.80059 -0.90752 2.34021
H 2.06734 -2.63797 -7.21042
H 6.14522 1.02897 3.20118
```

multiplicity: 1
E_LUMO: -0.3437 hartree
charge: +3
HOMO level: -15.2618 eV
Kohn-Sham gap: 5.909 eV

Record 3
C35H41BeN6O2 | ωB97M-V/def2-TZVPD

XYZ file:
```
85
Properties=species:S:1:pos:R:3
H -5.03838 -0.65324 -4.91496
H 4.86281 0.09480 4.51886
H 1.90801 -0.64725 5.40580
H -1.82322 -5.14283 -1.41759
N -4.43902 1.98323 5.55336
C 3.02838 -0.32996 3.62952
N -0.26010 -2.38097 -2.56031
C -2.36967 3.53868 -1.70331
H -3.59270 3.57025 4.60783
C -1.49013 2.50171 -1.42484
H -1.49552 -2.60914 1.58449
C 4.07259 0.67498 4.03958
C 3.32649 1.92984 -1.12194
H 0.29554 -2.05803 -4.51917
H -0.34990 -4.26727 -5.32792
H -2.53272 5.44630 -2.66833
C -1.86737 4.64113 -2.38308
H 3.77370 -0.80669 -2.76286
C -2.30217 1.84924 4.44015
H -0.86927 -0.35139 2.10314
H 1.12104 -1.17735 3.96215
H -1.06290 -2.85460 -0.72726
C 0.19238 3.49011 -2.62176
N 2.31280 -1.44718 -1.38035
N -0.24457 2.44175 -1.90922
H -0.82932 0.20561 -5.04255
C -3.44211 2.52156 4.83965
N 2.14330 1.52722 -0.60142
H 1.11879 -2.19035 0.07339
C -4.03216 -0.30303 -3.02919
H 2.89876 -3.67362 1.08760
H 3.82008 1.50400 4.69641
H 0.99706 1.43218 1.06032
C -1.34818 -4.46246 -2.11076
H -2.69008 -2.13676 0.35622
C -1.43335 -0.49967 1.16524
H 1.07682 0.53270 4.37846
H -2.85272 -1.80985 2.14699
C 1.70972 -0.35428 4.37099
H -3.37021 3.54539 -1.29582
C -1.14872 -4.89079 -3.41237
C -2.92202 -0.33493 -5.11923
H -2.18492 0.31055 1.23880
H -1.56551 2.24255 3.75316
C -2.19494 -1.82174 1.27355
H -1.80191 1.70588 -0.75843
C 4.19057 2.77653 -0.46158
C 2.79941 2.57831 1.44493
H -5.02955 0.29337 6.60224
N -1.67647 0.06279 -3.15385
H 4.48088 1.06678 3.10560
H -1.37147 -5.89040 -3.76099
C -2.09393 0.59763 4.99083
C 3.11219 -3.02022 0.25551
C 3.91684 3.13816 0.86332
H 2.63667 2.55256 2.51353
Be 0.43675 0.02738 -2.00695
C 4.61666 -2.12161 -1.37916
H -2.58225 -0.22356 -1.38147
H -4.78291 -0.67297 -2.34217
C -0.50276 -4.03540 -4.28263
H -2.83134 -0.41965 -6.19512
C -4.24172 0.74821 6.01369
C -2.78816 -0.12418 -2.44359
C -4.10734 -0.45218 -4.40472
O -0.61028 -0.32398 0.06337
H 5.58942 -2.17918 -1.84536
H -0.28934 5.36911 -3.60846
C -0.60386 4.57244 -2.95013
H 5.06791 3.13706 -0.98049
H -2.98193 -0.97462 6.17528
C -0.94300 -3.19302 -1.74873
O 3.33395 -1.29429 2.97015
C -3.08651 0.01493 5.75156
C 2.12815 -2.25684 -0.32006
H 1.04083 3.19122 -3.22969
H -1.19357 0.05247 4.73572
H 3.46214 1.60301 -2.14488
C 4.38846 -2.94583 -0.28846
C 3.55400 -1.36652 -1.86016
C -1.73297 -0.01828 -4.49242
H 4.57880 3.75015 1.46010
C 1.89366 1.88657 0.64613
H 5.19252 -3.59215 0.03810
C -0.07492 -2.80001 -3.82201
```

multiplicity: 1
E_LUMO: -0.1320 hartree
charge: +1
HOMO level: -10.0504 eV
Kohn-Sham gap: 6.459 eV

Going through the records in order, we get max |F| values of 0.008 0.029 0.078 hartree/bohr.
Going through the records in order, we get relative energy (zero: lowest compared OMol25 entry of this formula, charge and spin) values of 0.00 16.04 0.00 kcal per mole.